# 1
Here is an isolated molecule of C16H27NO from the Open Molecules 2025 dataset. Energies are from ωB97M-V/def2-TZVPD.

```
! RIJCOSX wB97M-V def2-TZVPD def2/J DEFGRID3
* xyz 0 1
C 2.53212 2.26905 3.48561
C 1.93491 1.80856 2.16155
C 1.35736 0.39823 2.25654
C 0.74052 -0.04623 0.93232
H 1.50403 0.00321 0.15218
H -0.04814 0.66307 0.66813
C 0.15068 -1.46458 0.98633
C 1.24258 -2.52442 0.80161
C 0.81677 -3.91115 1.26880
H 1.63883 -4.61492 1.15848
H -0.02206 -4.27818 0.68391
H 0.52328 -3.88939 2.31671
H 2.12794 -2.22422 1.36521
H 1.50894 -2.56237 -0.25543
C -0.96197 -1.62226 -0.05660
N -0.43618 -1.51411 -1.40904
H 0.12080 -0.66815 -1.48303
C -1.43640 -1.50993 -2.44809
H -0.90877 -1.55303 -3.40503
C -2.40989 -0.29092 -2.48164
C -1.66296 0.98270 -2.16489
C -0.61673 1.38849 -2.98707
C 0.11672 2.51979 -2.68015
C -0.18797 3.26291 -1.55168
C -1.23825 2.87359 -0.73970
C -1.97063 1.73845 -1.04267
H -2.79131 1.43193 -0.41351
H -1.48866 3.45312 0.13716
H 0.38876 4.14367 -1.31082
H 0.93000 2.82211 -3.32374
H -0.37655 0.81617 -3.87191
O -3.48875 -0.44109 -1.58132
H -3.91395 -1.28791 -1.75068
H -2.80798 -0.21864 -3.51021
H -2.03089 -2.42563 -2.34986
H -1.42008 -2.61268 0.03297
H -1.74113 -0.87456 0.15126
H -0.31212 -1.60246 1.97048
H 0.59210 0.37562 3.03624
H 2.14888 -0.29401 2.55117
H 2.70594 1.83049 1.38781
H 1.14523 2.49967 1.85739
H 2.93978 3.27330 3.39485
H 3.33258 1.60065 3.79584
H 1.77262 2.27603 4.26453
*
```

Computed properties:
HOMO energy	-8.492	eV
LUMO energy	0.78	eV
SMILES	CCCC[C@H](CC)CNC[C@@H](O)c1ccccc1
energy relative to the best compared isomer or geometry (same formula, charge and spin)	12.3	kcal/mol

# 2
Here is a 8-piece molecular cluster, C38H67Cl3N3O22PS overall at a distorted geometry from the Open Molecules 2025 dataset. Energies are from ωB97M-V/def2-TZVPD.

```
! RIJCOSX wB97M-V def2-TZVPD def2/J DEFGRID3
* xyz 0 1
C 5.08897 0.48948 -1.80041
C 4.18390 1.64658 -1.16836
C 2.61351 1.38679 -0.97858
N 2.08919 0.06525 -1.36816
C 1.72562 2.52548 -0.40265
C 0.13777 2.38745 -0.21746
Cl -0.41850 0.76537 0.42876
C -0.52544 2.65802 -1.67839
C -1.78987 3.65372 -1.60564
Cl 0.68499 3.42254 -2.87740
C 2.34624 3.92777 0.03175
N 1.58300 5.02797 0.60315
S 2.79930 6.22321 0.90591
N 4.25000 5.50060 0.32105
C 3.89435 4.18101 -0.14708
C 4.79195 3.03586 -0.76363
P 6.67510 3.28306 -1.03576
O 7.10636 4.76359 -0.23081
Cl 6.97364 3.56179 -3.15007
H 6.21196 0.62978 -1.61280
H 4.81681 -0.56783 -1.43930
H 4.93559 0.46705 -2.95090
H 1.95971 -0.02436 -2.38718
H 2.76551 -0.64290 -1.01722
H -0.24540 3.19122 0.51116
H -0.85886 1.66415 -2.16247
H -1.99789 4.01426 -2.68416
H -2.69058 3.14329 -1.12097
H -1.50830 4.58960 -1.00302
H 7.51947 5.34505 -0.92455
C -7.18960 -1.05101 -4.01963
C -5.89373 -0.42387 -4.49947
O -5.32488 0.42774 -3.49669
C -4.71739 -0.20217 -2.47760
O -4.60884 -1.39788 -2.34128
O -4.27502 0.72826 -1.61465
C -3.70263 0.18005 -0.42670
H -7.88785 -0.27975 -3.68402
H -7.65687 -1.63077 -4.81872
H -7.01965 -1.71629 -3.16982
H -6.09693 0.20702 -5.36717
H -5.17008 -1.18195 -4.81508
H -2.91363 -0.53776 -0.66151
H -4.48171 -0.28754 0.17909
H -3.26432 0.99861 0.14469
C -6.72069 -4.85903 3.33040
C -7.39552 -5.47569 2.11931
O -7.10431 -4.73528 0.92746
C -5.87465 -4.91903 0.41534
O -5.01745 -5.64309 0.86350
O -5.75275 -4.13275 -0.66835
C -4.44858 -4.15181 -1.24931
H -6.98694 -3.80254 3.42166
H -7.01530 -5.38041 4.24381
H -5.63254 -4.90583 3.24665
H -8.47875 -5.44090 2.25237
H -7.12003 -6.52756 1.99488
H -4.12940 -5.17229 -1.47431
H -3.73704 -3.66430 -0.58012
H -4.48788 -3.58983 -2.18085
C 9.11117 -2.97179 -5.80829
C 8.95128 -2.31031 -4.45218
O 7.59108 -2.36552 -4.00299
C 7.18016 -3.55849 -3.54031
O 7.84608 -4.56261 -3.46820
O 5.88341 -3.44790 -3.19761
C 5.28990 -4.67981 -2.78868
H 8.41627 -2.53691 -6.53160
H 10.13166 -2.85148 -6.17845
H 8.88981 -4.04039 -5.75878
H 9.21145 -1.25293 -4.53286
H 9.62019 -2.75041 -3.70611
H 5.86313 -5.14906 -1.98606
H 5.20303 -5.35244 -3.64406
H 4.28828 -4.46136 -2.41551
C -1.10241 0.03932 6.58315
C -2.54779 0.31711 6.21352
O -2.79569 0.03166 4.83093
C -2.89884 -1.27070 4.51721
O -2.80717 -2.19767 5.28574
O -3.09194 -1.36586 3.18941
C -3.11052 -2.70912 2.70601
H -0.42521 0.58215 5.91843
H -0.90359 0.33786 7.61484
H -0.86234 -1.02172 6.48260
H -2.75994 1.37857 6.35682
H -3.24231 -0.23892 6.85095
H -3.84037 -3.31533 3.24692
H -2.11316 -3.14616 2.78425
H -3.39640 -2.68240 1.65336
C 4.11437 -3.92421 10.42104
C 3.81870 -2.69143 9.58723
O 3.20752 -3.04128 8.33928
C 1.90985 -3.38630 8.40511
O 1.23177 -3.41985 9.40378
O 1.50307 -3.71707 7.16658
C 0.16372 -4.20849 7.11350
H 4.71347 -4.63875 9.85039
H 4.65416 -3.65413 11.33140
H 3.19547 -4.43976 10.70934
H 4.75556 -2.18516 9.34576
H 3.19645 -1.97454 10.13193
H -0.53477 -3.50716 7.57520
H 0.10675 -5.18478 7.59881
H -0.10958 -4.32627 6.06409
C -6.27279 8.74229 0.30823
C -6.33690 7.31352 0.81507
O -5.09324 6.63182 0.60938
C -4.10537 6.95700 1.46079
O -4.17841 7.75264 2.36601
O -3.00794 6.26191 1.11098
C -1.84838 6.59586 1.87350
H -5.95424 8.76458 -0.73732
H -7.24827 9.22622 0.39347
H -5.54816 9.33312 0.87314
H -7.09241 6.76328 0.25053
H -6.62832 7.27106 1.86914
H -2.03820 6.50430 2.94529
H -1.52025 7.60708 1.62501
H -1.05367 5.89802 1.60430
C 2.50425 -0.44427 -9.03924
C 3.56509 -0.96166 -8.08564
O 4.26428 0.11583 -7.45044
C 3.59518 0.74235 -6.46731
O 2.48212 0.47513 -6.08046
O 4.36969 1.73991 -6.00586
C 3.73020 2.55724 -5.02528
H 2.94283 0.24977 -9.76107
H 2.03483 -1.26968 -9.57907
H 1.72324 0.10344 -8.50693
H 4.30958 -1.52994 -8.64700
H 3.14079 -1.63823 -7.33721
H 3.34073 1.95606 -4.20006
H 2.93054 3.13764 -5.48963
H 4.47440 3.24835 -4.62680
*
```

Computed properties:
HOMO energy	-8.451	eV
LUMO energy	-1.55	eV
SMILES	Cc1c(N)c([C@H](Cl)[C@@H](C)Cl)c2nsnc2c1P(O)Cl.CCOC(=O)OC.CCOC(=O)OC.CCOC(=O)OC.CCOC(=O)OC.CCOC(=O)OC.CCOC(=O)OC.CCOC(=O)OC

# 3
Here is C55H38Cl2F9N5O4P2PbSSb as an isolated structure at a distorted geometry from the Open Molecules 2025 dataset. Energies are from ωB97M-V/def2-TZVPD.

```
! RIJCOSX wB97M-V def2-TZVPD def2/J DEFGRID3
* xyz -2 2
Pb -0.35246 -1.90096 1.47314
Cl -3.37794 4.48277 0.42329
C -3.14614 2.77017 0.43127
C -2.33773 2.18748 1.38834
C -2.17679 0.79813 1.41566
N -1.42521 0.13888 2.33989
C -1.52889 0.37927 3.65305
O -2.30518 1.17094 4.18351
C -0.61540 -0.45953 4.50192
C -0.60960 -0.25504 5.87857
C 0.25655 -0.99907 6.66139
C 1.12006 -1.88113 6.03416
C 1.03310 -2.03227 4.65838
N 0.16354 -1.36665 3.91929
C -2.83963 -0.01227 0.44220
C -3.66657 0.60762 -0.49842
C -3.80353 1.97984 -0.50931
Cl -4.80553 2.71846 -1.70545
N -2.59219 -1.34842 0.50463
C -3.50036 -2.27909 0.18859
O -4.65394 -2.08799 -0.19543
C -3.04716 -3.69959 0.43403
C -3.87424 -4.73657 0.00182
C -3.48658 -6.04589 0.22726
C -2.30093 -6.27696 0.90764
C -1.56036 -5.18523 1.34074
N -1.92206 -3.93790 1.10066
H -1.85347 2.78737 2.14609
H -1.30106 0.46306 6.29558
H 0.25685 -0.88979 7.73782
H 1.82111 -2.47712 6.59343
H 1.67228 -2.72838 4.14029
H -4.22657 0.00791 -1.19703
H -4.80682 -4.48438 -0.48251
H -4.10116 -6.87023 -0.11490
H -1.95825 -7.27655 1.11997
H -0.65415 -5.31716 1.90838
O 1.19171 -3.12788 -2.81813
C 0.36864 -2.92808 -1.92880
O 0.57399 -2.75910 -0.71321
C -1.13306 -2.88602 -2.38690
P -1.62609 -1.11012 -2.38494
C -0.55694 -0.41249 -3.72048
C -0.06496 -1.11009 -4.81863
C 0.68157 -0.45194 -5.78197
C 0.93324 0.90638 -5.67075
C 0.45474 1.60754 -4.57572
C -0.27508 0.94595 -3.60511
C -3.14532 -1.18361 -3.42186
C -4.04471 -2.24385 -3.36168
C -5.23782 -2.19331 -4.06166
C -5.56254 -1.07988 -4.81719
C -4.68364 -0.01033 -4.86829
C -3.48853 -0.06452 -4.17894
H -1.73666 -3.40615 -1.64137
H -1.25529 -3.35523 -3.36642
H -0.24322 -2.16932 -4.92205
H 1.07537 -1.00231 -6.62758
H 1.50002 1.41810 -6.43782
H 0.65191 2.66700 -4.47295
H -0.64427 1.48465 -2.73974
H -3.82514 -3.10779 -2.75346
H -5.92871 -3.02531 -4.01843
H -6.49814 -1.04386 -5.35975
H -4.93798 0.87430 -5.43768
H -2.80828 0.77419 -4.22894
S 1.95630 -0.32103 1.45119
C 2.84529 -0.54444 -0.01920
C 4.18002 -0.72600 -0.00485
C 4.99523 -0.60766 -1.24341
C 4.13440 -0.43187 -2.51547
C 2.66250 -0.60287 -2.30012
N 2.08289 -0.52899 -1.17888
H 4.70348 -0.86036 0.92847
H 5.77688 -1.37100 -1.29474
H 4.48799 -0.99907 -3.37764
H 2.04280 -0.71747 -3.17869
F 0.46073 8.61534 -1.31593
C 0.60403 7.27838 -1.09269
C -0.19262 6.66380 -0.14523
C -0.01916 5.31044 0.07938
C 0.93287 4.57915 -0.61794
C 1.70336 5.22316 -1.57352
C 1.54888 6.57905 -1.81844
Sb 1.15425 2.45730 -0.07025
C 3.20302 2.30157 -0.83598
C 4.35030 2.32306 0.05255
C 5.50076 1.73163 -0.26551
C 5.56557 0.83308 -1.44485
F 6.86737 0.77411 -1.93709
C 4.52880 1.08129 -2.56244
C 3.35653 1.88768 -2.09673
C 1.61361 3.14008 1.95617
C 1.20614 2.34757 3.01780
C 1.42130 2.73472 4.32970
C 2.02779 3.95333 4.56268
F 2.23360 4.36944 5.84281
C 2.43817 4.77221 3.52674
C 2.23279 4.35358 2.22135
H -0.92780 7.23668 0.40010
H -0.62755 4.81745 0.82387
H 2.44821 4.66286 -2.12447
H 2.14992 7.09583 -2.55332
H 4.26412 2.89327 0.96620
H 6.38770 1.80100 0.34490
H 4.93555 1.41628 -3.52118
H 2.54273 1.95098 -2.80870
H 0.72080 1.40616 2.82057
H 1.12053 2.10680 5.15452
H 2.90674 5.72146 3.74748
H 2.54970 4.98822 1.40367
F 0.31730 -4.67182 3.86534
P 0.23896 -5.66433 5.15089
F 0.16543 -6.65462 6.44104
F 1.09760 -6.78214 4.33800
F 1.62509 -5.02299 5.72068
F -0.61432 -4.54272 5.96062
F -1.13499 -6.30820 4.56306
*
```

Computed properties:
HOMO energy (spin up / spin down)	-3.071 / -3.049	eV
<S²>	0.781
LUMO energy (spin up / spin down)	3.65 / 1.43	eV

no.,E_tot (eV)
1,-20567.9217
2,-147696.3152
3,-164001.7976